Record 1
The following is a DFT calculation (wB97M-V/def2-TZVPD) of a structure of composition C51H60AsN4PSY.

Computed properties:
- 2S+1 = 1
- charge = +3
- frontier orbital gap (eV) = 7.846
- highest occupied orbital energy (Ha) = -0.581
- LUMO level (Eh) = -0.292
- E (hartree) = -5211.330218
- energy above the lowest of the compared OMol25 structures with the same formula, charge and spin (kcal/mol) = 14.0

Cartesian coordinates (Å):
Y: -0.46918 -0.52153 -0.57476
As: -2.69462 1.36388 -0.06379
S: 0.00241 -3.13318 0.07243
P: 0.95193 1.23992 -2.36614
N: 1.32521 -4.44868 1.98078
N: 2.48992 -4.07668 0.04405
N: -1.53080 -0.96660 -2.70556
N: -2.07497 -1.93634 -1.77013
C: -3.40179 -1.51334 2.85019
C: -6.52768 1.55375 -1.72251
C: -2.24153 3.17718 0.39881
C: 0.81575 0.65268 1.42583
C: 4.65811 -7.07933 2.44702
C: 4.61160 -7.16299 0.92327
C: 3.22269 -0.34878 -5.37851
C: -1.99132 3.27683 -5.28083
C: -1.51187 3.44879 1.55415
C: -1.27576 -6.18243 1.90461
C: -1.50038 3.97652 -4.18824
C: 2.03432 -1.40674 2.82526
C: -3.89100 1.57046 -2.62475
C: 0.21303 -4.37772 2.94228
C: 0.81067 -0.91136 3.25326
C: 2.93298 -2.05298 -3.70089
C: -0.59875 3.37800 -3.31725
C: 2.63030 -0.91898 1.66695
C: -2.14157 5.49585 -0.21839
C: -2.55881 4.19901 -0.48993
C: 1.49019 3.37176 -0.70127
C: 4.18154 3.54469 -1.36293
C: -3.79049 1.24265 2.64585
C: 3.44719 -1.64295 -4.92257
C: 2.02181 0.10904 0.96096
C: -1.41119 5.76949 0.93015
C: -2.55956 -5.38070 1.70849
C: -6.25118 1.66746 -3.07927
C: -3.90902 -0.79634 3.92612
C: 0.19160 0.12155 2.55552
C: 1.95373 0.13749 -3.38930
C: -4.10754 0.57515 3.82284
C: 3.38594 2.58239 -1.97264
C: 1.38623 -3.92665 0.76994
C: -0.17724 2.06868 -3.53588
C: -4.17783 1.45446 -1.26559
C: 2.28759 4.33353 -0.10410
C: -4.93799 1.68012 -3.53104
C: -3.27528 0.52953 1.56794
C: -1.57467 1.97029 -5.50753
C: -0.46400 -5.73064 3.11584
C: 3.65943 -4.86342 0.46165
C: 3.63560 4.41799 -0.43400
C: -1.10084 4.74822 1.81981
C: -5.48972 1.44790 -0.80493
C: 3.45594 -6.36946 0.31397
C: 2.47407 0.53849 -4.62054
C: 2.19288 -1.16174 -2.93543
C: 2.03453 2.49628 -1.64722
C: -3.08490 -0.84794 1.67465
C: -0.67389 1.36888 -4.63953
H: 1.82522 -1.47998 -1.95828
H: 3.82446 1.90781 -2.69624
H: 5.45067 -7.71248 2.84231
H: 4.02508 -2.33316 -5.52272
H: 0.63258 -4.03868 3.89066
H: -0.55515 4.96523 2.72899
H: -0.73894 0.53815 2.92133
H: -1.53078 -7.23503 2.03242
H: -4.72921 1.78486 -4.58822
H: -2.67869 3.75434 -5.96674
H: -0.20678 3.95305 -2.48899
H: -3.94405 2.31206 2.57175
H: 0.43579 3.32173 -0.44165
H: -3.14251 3.99225 -1.37845
H: 4.25926 5.16822 0.03365
H: 3.90142 -4.59073 1.49117
H: -2.73200 -1.43406 0.82612
H: 3.71827 -7.42534 2.88669
H: -1.95354 -2.90012 -2.07071
H: -7.55268 1.55093 -1.37664
H: 0.29881 -6.47601 3.36102
H: -2.40182 6.29843 -0.89626
H: -1.11304 -5.66571 3.99279
H: -0.65912 -6.13148 1.00015
H: -2.25506 -0.60200 -3.32069
H: 3.58826 -1.30183 1.34167
H: -1.28758 2.66545 2.26822
H: 4.50510 -8.20521 0.62241
H: 2.41834 -3.80432 -0.92182
H: 3.34810 -6.60599 -0.74704
H: -4.51688 1.12782 4.65815
H: 4.50087 -4.53326 -0.14635
H: 4.85764 -6.06728 2.80861
H: 3.11491 -3.06368 -3.35730
H: -7.06440 1.75313 -3.78765
H: 0.35375 -1.29670 4.15543
H: -2.86694 1.62462 -2.97616
H: -1.92748 1.43005 -6.37676
H: 2.53523 -2.16795 3.40947
H: -2.35038 -4.32615 1.50429
H: 2.52480 0.56093 0.11206
H: 0.41428 1.55387 0.95776
H: -3.27130 -2.58583 2.92139
H: 1.85940 5.01802 0.61645
H: 3.62993 -0.03273 -6.32969
H: -0.83957 -1.43711 -3.29098
H: 2.29054 1.54162 -4.98645
H: -1.80430 5.00207 -4.02281
H: -5.70470 1.35370 0.25226
H: -4.16331 -1.31089 4.84335
H: -3.13611 -5.77054 0.86940
H: 2.09030 -5.05212 2.25374
H: -3.19230 -5.43888 2.59608
H: 5.55866 -6.81966 0.49779
H: -0.48245 -3.61917 2.58967
H: -3.06886 -1.76099 -1.64339
H: -0.31428 0.37055 -4.86496
H: -1.09903 6.78331 1.14309
H: 5.22995 3.61374 -1.62046
H: 2.51683 -6.67062 0.79264


Record 2
The following is a DFT calculation (wB97M-V/def2-TZVPD) of a structure of composition C51H60AsO3PPdSSi.

Computed properties:
- 2S+1 = 1
- charge = 0
- frontier orbital gap (eV) = 6.622
- highest occupied orbital energy (Ha) = -0.249
- LUMO level (Eh) = -0.006
- E (hartree) = -5598.045510

Cartesian coordinates (Å):
Pd: 0.24695 -0.12647 0.33351
As: 1.47097 -2.52193 0.01668
S: 1.54607 1.95834 -0.66883
P: 0.45195 0.35567 2.57498
Si: 0.57531 1.51070 -2.39321
O: -0.53348 2.57859 -2.97738
O: 1.49945 1.19645 -3.72359
O: -0.40880 0.16120 -2.03231
C: -1.85702 -1.70949 -1.97837
C: 0.65758 3.00790 3.33121
C: 1.20662 -3.91909 -2.64538
C: 1.42347 -4.75713 1.93375
C: 4.12837 -3.14399 -0.47413
C: 3.86931 1.61672 -3.66479
C: 2.78289 0.58322 -3.94777
C: 2.21712 -0.55203 4.55199
C: -0.81325 -0.98744 -4.13384
C: -1.58083 4.66363 -3.33745
C: -2.62508 0.38941 -3.08366
C: -3.96105 0.87689 3.52809
C: 1.79527 -4.53092 -3.74520
C: -0.53833 -4.48403 0.57112
C: 5.23449 -2.30034 1.94137
C: 6.04781 -2.78934 0.92552
C: 2.79270 0.18422 -5.41670
C: 3.32328 -2.61800 0.53708
C: 2.73761 -1.47835 5.44112
C: 2.69117 2.08533 2.40430
C: 0.99712 -3.00733 4.82487
C: 0.91209 4.53745 -3.20844
C: -1.73665 0.66138 4.42075
C: 0.44993 -2.08916 3.93054
C: 1.10257 -0.85475 3.76936
C: -1.42480 -0.51475 -2.82068
C: 3.97439 -4.23045 -2.76762
C: 2.96098 -0.65033 -3.08569
C: -1.11970 -5.58826 1.17267
C: 3.26754 3.34430 2.53241
C: 2.00458 -3.45310 -1.61310
C: -0.35426 3.82412 -3.67092
C: 2.13227 -2.71964 5.56474
C: 1.36349 1.91530 2.82988
C: 0.83398 -5.85907 2.54401
C: 2.56714 4.42170 3.05083
C: -0.43298 -6.27534 2.16710
C: -2.08498 0.81097 2.02639
C: -1.24588 0.67002 3.12356
C: -0.85022 -2.43704 3.26074
C: -1.44557 0.90079 0.67274
C: 1.25136 4.25511 3.44765
C: 3.17478 -4.67485 -3.80811
C: 5.50425 -3.21310 -0.27740
C: -3.45765 0.90843 2.23318
C: -3.10593 0.76522 4.62101
C: -0.29533 3.52918 -5.16622
C: 3.39392 -3.62117 -1.66148
C: 3.50287 0.98006 1.79299
C: 0.73656 -4.06665 0.94667
C: 3.86292 -2.20783 1.74490
H: 3.22525 -1.82735 2.53488
H: 5.66887 -1.98403 2.88157
H: -0.95012 -2.00384 2.26356
H: 2.41581 -4.44480 2.23298
H: -0.37660 2.89740 3.62555
H: 2.93399 0.43927 1.03410
H: -0.17854 4.45336 -5.73769
H: -0.95182 -3.51821 3.17726
H: 3.85294 0.26723 2.53948
H: 4.86348 1.19198 -3.83138
H: 1.98914 -0.52614 -5.62146
H: 1.37378 -6.39171 3.31775
H: -0.44449 -0.14269 -4.71456
H: -1.55685 5.61771 -3.86870
H: 2.13970 -1.34276 -3.27037
H: 1.80469 3.96707 -3.46968
H: 2.67491 0.42516 4.48190
H: -2.32012 -1.38842 -1.04514
H: -2.11030 -5.90636 0.87287
H: -4.12654 1.00774 1.38642
H: -2.36904 1.20781 -3.74889
H: 0.54324 2.86862 -5.38709
H: -2.57363 -2.33144 -2.51963
H: 0.13038 -3.81416 -2.61648
H: -2.08362 0.52426 -0.12122
H: 1.17356 -4.88991 -4.55541
H: 3.74594 2.47240 -4.33313
H: 3.74366 -0.28088 -5.68561
H: 0.89965 4.67111 -2.12636
H: -5.03108 0.93372 3.68486
H: -0.88533 -7.13673 2.64201
H: -1.09519 -3.93778 -0.18335
H: -1.68778 -2.06195 3.85521
H: -3.42453 -0.20144 -3.54010
H: -1.06320 0.53852 5.26203
H: -0.98326 -2.31249 -1.73120
H: 4.37820 1.39134 1.29053
H: 3.80053 1.95894 -2.63319
H: 3.62911 -5.14481 -4.67100
H: 7.11800 -2.85023 1.07826
H: 2.97499 -0.38343 -2.02913
H: -1.56506 -1.51417 -4.72853
H: 5.04789 -4.36233 -2.82126
H: 2.64676 1.06515 -6.04454
H: -3.00049 0.81847 -2.15349
H: 0.02071 -1.66841 -3.95123
H: 0.67851 5.08870 3.83234
H: -1.14091 1.92821 0.45456
H: 0.50902 -3.96844 4.93804
H: 2.53090 -3.45690 6.25048
H: -1.61884 4.86066 -2.26502
H: 4.28849 3.48143 2.19595
H: -3.50907 0.73643 5.62514
H: -1.21772 3.04038 -5.48871
H: 3.04518 5.39021 3.12503
H: 6.15381 -3.60391 -1.05055
H: 3.89503 -1.15899 -3.33226
H: -2.48939 4.13034 -3.62321
H: 3.60451 -1.22475 6.03774
H: 0.98333 5.51797 -3.68676


Q: Which of these has the highest charge?
A: C51H60AsN4PSY


Q: highest occupied orbital energy of number 2 (C51H60AsO3PPdSSi)?
A: -0.249 Ha


Q: What is the frontier orbital gap in the first record?
A: 7.846 eV


Q: What is the 2S+1 in the second record?
A: 1